The following is a DFT calculation (ωB97M-V/def2-TZVPD) of a 5-piece molecular cluster, C27H24F3O17P overall.

For the HOMO-LUMO gap, the calculation gives 7.100 eV. The value obtained for the HOMO energy is -8.801 eV. The structure (SMILES) is O[C@@H](C[PH4])C(F)(F)F.O=C1C=C(O)C(=O)C=C1O.O=C1C=C(O)C(=O)C=C1O.O=C1C=C(O)C(=O)C=C1O.O=C1C=C(O)C(=O)C=C1O.

Structure (ORCA input):
```
! wB97M-V def2-TZVPD RIJCOSX def2/J DEFGRID3
* xyz 0 1
O -2.301 -2.845 -2.337
C -3.062 -3.861 -2.955
C -2.291 -5.159 -3.027
P -1.483 -5.304 -4.786
C -4.372 -3.976 -2.209
F -5.049 -2.860 -2.347
F -4.226 -4.152 -0.934
F -5.091 -4.940 -2.696
H -1.386 -3.115 -2.213
H -3.335 -3.500 -3.949
H -2.939 -6.012 -2.899
H -1.543 -5.190 -2.246
H -0.406 -6.084 -4.266
H -1.432 -3.885 -4.904
H -2.661 -5.985 -5.222
H -0.935 -5.410 -6.119
O -2.790 0.383 4.028
C -2.521 -0.350 3.096
C -3.037 -0.193 1.748
C -2.692 -1.061 0.783
O -3.151 -0.933 -0.457
C -1.764 -2.222 1.073
O -1.492 -2.996 0.178
C -1.234 -2.359 2.425
C -1.585 -1.484 3.374
O -1.141 -1.549 4.626
H -3.699 0.641 1.561
H -2.794 -1.659 -1.019
H -0.561 -3.183 2.618
H -1.563 -0.799 5.099
O -1.378 0.662 6.898
C -0.455 1.453 6.828
C -0.643 2.888 6.695
C 0.420 3.697 6.605
O 0.313 5.013 6.482
C 1.823 3.164 6.636
O 2.743 3.955 6.533
C 2.013 1.730 6.792
C 0.950 0.922 6.885
O 1.064 -0.393 7.032
H -1.658 3.259 6.671
H 1.225 5.359 6.429
H 3.028 1.360 6.830
H 0.153 -0.745 7.074
O 0.978 7.957 2.073
C 1.929 7.215 2.228
C 2.798 6.782 1.143
C 3.816 5.951 1.394
O 4.643 5.522 0.448
C 4.097 5.438 2.776
O 5.029 4.672 2.925
C 3.241 5.889 3.867
C 2.225 6.723 3.615
O 1.405 7.174 4.562
H 2.585 7.156 0.152
H 5.284 4.934 0.895
H 3.464 5.524 4.860
H 0.764 7.752 4.103
O 3.961 -1.410 -7.949
C 2.814 -1.747 -7.727
C 1.986 -1.152 -6.686
C 0.736 -1.589 -6.495
O -0.064 -1.083 -5.562
C 0.149 -2.693 -7.327
O -0.987 -3.057 -7.084
C 0.967 -3.273 -8.380
C 2.217 -2.833 -8.575
O 3.010 -3.320 -9.519
H 2.420 -0.360 -6.093
H -0.910 -1.568 -5.631
H 0.528 -4.056 -8.981
H 3.855 -2.833 -9.443
*
```